(1)
Below is a structure of composition C8H24NaO8, with properties calculated with ωB97M-V/def2-TZVPD.

Computed properties:
HOMO level (spin up / spin down): -15.0 / -15.0 eV
E_tot: -1082.6456 hartree
F_max: 0.0686 hartree/bohr
⟨S²⟩: 0.755
charge: +2
energy above the lowest of the compared OMol25 structures with the same formula, charge and spin: 62.25 kcal per mole
spin multiplicity: 2

Geometry as XYZ:
```
41
C8H24NaO8 (ωB97M-V/def2-TZVPD)
Na 0.208 -0.504 -0.865
C 1.213 3.047 -1.004
C 1.992 4.081 -0.193
O 1.174 4.575 0.887
O 1.211 1.772 -0.338
H 1.528 3.053 -2.048
H 0.131 3.180 -1.039
H 2.065 4.943 -0.856
H 2.985 3.737 0.098
H 1.144 3.954 1.619
H 1.145 1.883 0.614
C -0.947 -1.108 3.076
C -0.242 -0.590 4.408
O 1.030 -1.093 4.531
O -0.385 -0.617 1.830
H -1.976 -0.761 3.163
H -1.034 -2.190 3.167
H -0.837 -0.739 5.309
H -0.299 0.492 4.524
H 1.449 -0.776 3.728
H -0.200 0.314 1.970
C 2.481 -4.683 -2.107
C 1.811 -3.623 -1.136
O 1.074 -2.719 -1.937
O 1.495 -5.394 -2.843
H 3.236 -5.426 -1.847
H 3.007 -4.086 -2.853
H 2.612 -3.143 -0.574
H 1.144 -4.097 -0.415
H 0.425 -3.238 -2.418
H 1.328 -6.289 -2.540
C -3.040 2.528 -1.401
C -2.744 1.173 -0.697
O -3.578 0.175 -1.117
O -2.771 2.297 -2.724
H -2.317 3.319 -1.202
H -4.086 2.832 -1.372
H -3.034 1.213 0.353
H -1.690 0.913 -0.792
H -3.229 -0.119 -1.962
H -3.482 1.711 -2.995
```

For each atom in turn, the Mulliken charge in e is:
1 Na 0.8042
2 C 0.0447
3 C -0.5322
4 O -0.4817
5 O -0.3765
6 H 0.3835
7 H -0.1294
8 H 0.3675
9 H 0.2933
10 H 0.3016
11 H 0.1834
12 C -0.4721
13 C -0.6281
14 O -0.4434
15 O -0.3345
16 H 0.2855
17 H 0.3385
18 H 0.4096
19 H 0.3348
20 H 0.3173
21 H 0.2384
22 C -0.4970
23 C -0.3040
24 O -0.4847
25 O -0.5487
26 H 0.4337
27 H 0.2177
28 H 0.3211
29 H 0.2983
30 H 0.2975
31 H 0.3255
32 C -0.2117
33 C 0.4065
34 O -0.3707
35 O -0.2500
36 H 0.2874
37 H 0.3363
38 H 0.3956
39 H -0.3380
40 H 0.3928
41 H 0.3881


(2)
Below is the molecule C5H3NO2, with properties calculated with ωB97M-V/def2-TZVPD.

Computed properties:
HOMO level: -10.4 eV
E_tot: -397.3245 hartree
F_max: 0.2174 hartree/bohr
charge: 0
structure (SMILES): C#C[C@@](O)(C#N)C=O
energy above the lowest of the compared OMol25 structures with the same formula, charge and spin: 130.64 kcal per mole

Geometry as XYZ:
```
11
C5H3NO2 (ωB97M-V/def2-TZVPD)
C 1.988 1.257 1.117
C 0.710 0.703 1.022
C -0.123 -0.337 0.284
O 0.018 -1.686 0.527
C -1.453 0.300 0.500
N -2.615 0.622 0.273
C 0.215 0.204 -1.243
O 0.894 -0.582 -2.040
H 2.791 1.940 1.575
H 0.566 -2.169 -0.106
H -0.369 1.257 -1.350
```

For each atom in turn, the Mulliken charge in e is:
1 C -0.3747
2 C -0.3393
3 C 1.0701
4 O -0.5004
5 C 0.0320
6 N -0.4578
7 C 0.0244
8 O -0.5007
9 H 0.3242
10 H 0.3956
11 H 0.3265


(3)
Below is the molecule C5H9NO, with properties calculated with ωB97M-V/def2-TZVPD.

Computed properties:
HOMO level: -8.8 eV
E_tot: -325.7868 hartree
F_max: 0.0593 hartree/bohr
charge: 0
structure (SMILES): O[C@H]1C[C@]2(CN2)C1
energy above the lowest of the compared OMol25 structures with the same formula, charge and spin: 94.59 kcal per mole

Geometry as XYZ:
```
16
C5H9NO (ωB97M-V/def2-TZVPD)
O 2.623 0.874 0.197
C 1.242 0.827 0.247
C 0.306 -0.388 1.093
C -0.537 -0.281 -0.153
C -1.949 0.142 -0.194
N -1.534 -1.191 -0.655
C 0.542 0.334 -1.002
H 2.908 0.155 -0.390
H 0.783 1.357 1.048
H -0.253 -0.233 2.051
H 0.960 -1.244 1.190
H -2.282 0.807 -0.991
H -2.500 0.237 0.739
H -1.737 -1.888 0.056
H 1.170 -0.486 -1.397
H 0.259 0.977 -1.840
```

For each atom in turn, the Mulliken charge in e is:
1 O -0.5212
2 C -0.0507
3 C -0.8150
4 C 0.7104
5 C -0.6116
6 N -0.6891
7 C -0.6996
8 H 0.3213
9 H 0.3646
10 H 0.3475
11 H 0.3133
12 H 0.2498
13 H 0.2540
14 H 0.2740
15 H 0.2445
16 H 0.3077


(4)
Below is a cluster of 11 separate species, C6H32NO11 in total, with properties calculated with ωB97M-V/def2-TZVPD.

Computed properties:
HOMO level: -5.5 eV
E_tot: -1130.2203 hartree
F_max: 0.0389 hartree/bohr
charge: -1
energy above the lowest of the compared OMol25 structures with the same formula, charge and spin: 31.22 kcal per mole

Geometry as XYZ:
```
50
C6H32NO11 (ωB97M-V/def2-TZVPD)
C 3.112 2.277 -0.326
O 3.184 3.695 -0.062
C 1.880 1.632 0.261
C 1.845 0.126 -0.046
C 1.303 -0.189 -1.380
C 0.221 -0.907 -1.683
N -0.334 -0.896 -2.954
C -0.832 -2.160 -3.539
H 4.052 1.797 -0.055
H 3.169 2.228 -1.442
H 1.925 1.787 1.354
H 0.993 2.298 0.059
H 1.222 -0.266 0.763
H 2.860 -0.209 0.085
H 1.799 0.229 -2.258
H -0.364 -1.491 -0.967
H 0.046 -0.261 -3.665
H -1.610 -2.468 -2.863
H -1.408 -1.924 -4.486
H -0.155 -3.061 -3.660
H 0.847 2.499 -2.331
H 2.320 4.035 0.189
O 1.375 3.240 -2.672
H 1.235 -1.086 2.614
H 0.441 -0.176 3.606
O 1.296 -0.625 3.450
H -1.858 0.297 -2.513
H 1.745 3.799 -1.985
O -2.420 1.072 -2.683
H 3.158 0.428 3.804
H 2.474 -0.368 4.785
O 3.077 0.410 4.772
H -1.678 -1.758 0.491
H -3.073 -2.622 0.467
O -2.171 -2.641 0.796
H -1.773 -1.008 3.162
H -1.465 -0.074 1.978
O -1.354 -0.154 3.003
H -3.795 -1.045 1.744
H -4.154 0.398 2.062
O -4.505 -0.397 1.650
H -1.176 1.120 -0.354
H -2.421 -0.081 -0.047
O -1.570 -0.262 0.372
H -0.903 -3.833 1.385
H -0.618 -4.998 0.434
O -0.268 -4.556 1.212
H -2.160 2.349 -0.205
H -2.271 1.658 -1.920
O -1.242 2.140 -0.403
```

For each atom in turn, the Mulliken charge in e is:
1 C -0.7776
2 O -0.6229
3 C -0.1204
4 C -0.2192
5 C -0.8942
6 C 0.6093
7 N -0.2684
8 C -1.0054
9 H 0.4246
10 H 0.3254
11 H 0.3707
12 H 0.0638
13 H -0.6353
14 H 0.6362
15 H 0.3979
16 H 0.1218
17 H 0.2876
18 H 0.3199
19 H 0.3222
20 H 0.2803
21 H 0.3665
22 H 0.3633
23 O -0.6578
24 H 0.2985
25 H 0.3874
26 O -0.6555
27 H 0.2954
28 H 0.3295
29 O -0.7160
30 H 0.3288
31 H 0.3599
32 O -0.6683
33 H 0.2667
34 H 0.2449
35 O -0.7250
36 H 0.3214
37 H 0.3640
38 O -0.7650
39 H 0.2855
40 H 0.3312
41 O -0.6379
42 H 0.0743
43 H 0.2093
44 O -0.6025
45 H 0.3636
46 H 0.2866
47 O -0.6633
48 H 0.3186
49 H 0.4869
50 O -0.8071


Copy entry 3 word for word.
Below is the molecule C5H9NO, with properties calculated with ωB97M-V/def2-TZVPD.

Computed properties:
HOMO level: -8.8 eV
E_tot: -325.7868 hartree
F_max: 0.0593 hartree/bohr
charge: 0
structure (SMILES): O[C@H]1C[C@]2(CN2)C1
energy above the lowest of the compared OMol25 structures with the same formula, charge and spin: 94.59 kcal per mole

Geometry as XYZ:
```
16
C5H9NO (ωB97M-V/def2-TZVPD)
O 2.623 0.874 0.197
C 1.242 0.827 0.247
C 0.306 -0.388 1.093
C -0.537 -0.281 -0.153
C -1.949 0.142 -0.194
N -1.534 -1.191 -0.655
C 0.542 0.334 -1.002
H 2.908 0.155 -0.390
H 0.783 1.357 1.048
H -0.253 -0.233 2.051
H 0.960 -1.244 1.190
H -2.282 0.807 -0.991
H -2.500 0.237 0.739
H -1.737 -1.888 0.056
H 1.170 -0.486 -1.397
H 0.259 0.977 -1.840
```

For each atom in turn, the Mulliken charge in e is:
1 O -0.5212
2 C -0.0507
3 C -0.8150
4 C 0.7104
5 C -0.6116
6 N -0.6891
7 C -0.6996
8 H 0.3213
9 H 0.3646
10 H 0.3475
11 H 0.3133
12 H 0.2498
13 H 0.2540
14 H 0.2740
15 H 0.2445
16 H 0.3077


Repeat the fourth record exactly.
Below is a cluster of 11 separate species, C6H32NO11 in total, with properties calculated with ωB97M-V/def2-TZVPD.

Computed properties:
HOMO level: -5.5 eV
E_tot: -1130.2203 hartree
F_max: 0.0389 hartree/bohr
charge: -1
energy above the lowest of the compared OMol25 structures with the same formula, charge and spin: 31.22 kcal per mole

Geometry as XYZ:
```
50
C6H32NO11 (ωB97M-V/def2-TZVPD)
C 3.112 2.277 -0.326
O 3.184 3.695 -0.062
C 1.880 1.632 0.261
C 1.845 0.126 -0.046
C 1.303 -0.189 -1.380
C 0.221 -0.907 -1.683
N -0.334 -0.896 -2.954
C -0.832 -2.160 -3.539
H 4.052 1.797 -0.055
H 3.169 2.228 -1.442
H 1.925 1.787 1.354
H 0.993 2.298 0.059
H 1.222 -0.266 0.763
H 2.860 -0.209 0.085
H 1.799 0.229 -2.258
H -0.364 -1.491 -0.967
H 0.046 -0.261 -3.665
H -1.610 -2.468 -2.863
H -1.408 -1.924 -4.486
H -0.155 -3.061 -3.660
H 0.847 2.499 -2.331
H 2.320 4.035 0.189
O 1.375 3.240 -2.672
H 1.235 -1.086 2.614
H 0.441 -0.176 3.606
O 1.296 -0.625 3.450
H -1.858 0.297 -2.513
H 1.745 3.799 -1.985
O -2.420 1.072 -2.683
H 3.158 0.428 3.804
H 2.474 -0.368 4.785
O 3.077 0.410 4.772
H -1.678 -1.758 0.491
H -3.073 -2.622 0.467
O -2.171 -2.641 0.796
H -1.773 -1.008 3.162
H -1.465 -0.074 1.978
O -1.354 -0.154 3.003
H -3.795 -1.045 1.744
H -4.154 0.398 2.062
O -4.505 -0.397 1.650
H -1.176 1.120 -0.354
H -2.421 -0.081 -0.047
O -1.570 -0.262 0.372
H -0.903 -3.833 1.385
H -0.618 -4.998 0.434
O -0.268 -4.556 1.212
H -2.160 2.349 -0.205
H -2.271 1.658 -1.920
O -1.242 2.140 -0.403
```

For each atom in turn, the Mulliken charge in e is:
1 C -0.7776
2 O -0.6229
3 C -0.1204
4 C -0.2192
5 C -0.8942
6 C 0.6093
7 N -0.2684
8 C -1.0054
9 H 0.4246
10 H 0.3254
11 H 0.3707
12 H 0.0638
13 H -0.6353
14 H 0.6362
15 H 0.3979
16 H 0.1218
17 H 0.2876
18 H 0.3199
19 H 0.3222
20 H 0.2803
21 H 0.3665
22 H 0.3633
23 O -0.6578
24 H 0.2985
25 H 0.3874
26 O -0.6555
27 H 0.2954
28 H 0.3295
29 O -0.7160
30 H 0.3288
31 H 0.3599
32 O -0.6683
33 H 0.2667
34 H 0.2449
35 O -0.7250
36 H 0.3214
37 H 0.3640
38 O -0.7650
39 H 0.2855
40 H 0.3312
41 O -0.6379
42 H 0.0743
43 H 0.2093
44 O -0.6025
45 H 0.3636
46 H 0.2866
47 O -0.6633
48 H 0.3186
49 H 0.4869
50 O -0.8071


Question: The lowest F_max belongs to which entry?
Answer: C6H32NO11